Record 1
{"formula": "C18H26ClNO5PdS2", "method": "ωB97M-V/def2-TZVPD", "orbital_gap_ev": [8.723, 7.780], "total_energy_ev": -68486.2742, "multiplicity": 3, "symbols": ["Pd", "O", "C", "N", "C", "C", "C", "S", "O", "C", "C", "C", "H", "H", "H", "H", "H", "H", "H", "H", "H", "H", "H", "H", "H", "H", "O", "S", "C", "C", "C", "C", "H", "H", "H", "H", "H", "H", "H", "H", "Cl", "C", "C", "C", "C", "C", "C", "C", "O", "O", "H", "H", "H", "H"], "xyz": [[0.6198, 0.3503, -0.7796], [2.6343, 3.6351, 0.9475], [2.0562, 2.5945, 0.7423], [1.5091, 1.5398, 0.5890], [-4.7309, 3.6371, 0.7291], [-3.5238, 2.7603, 0.5464], [-3.7055, 1.9234, -0.7026], [-2.2878, 0.8155, -0.6761], [-1.0924, 1.6888, -0.8183], [-2.3383, -0.1435, -2.1949], [-1.5296, 0.4544, -3.3322], [-2.0526, 1.7585, -3.8583], [-4.6461, 4.3047, 1.5822], [-5.6583, 3.0787, 0.8370], [-4.8512, 4.2735, -0.1499], [-3.3521, 2.1046, 1.4031], [-2.6189, 3.3769, 0.4491], [-3.8043, 2.5574, -1.5766], [-4.5759, 1.2675, -0.6303], [-3.3722, -0.3559, -2.4580], [-1.8934, -1.0861, -1.8730], [-1.4953, -0.3035, -4.1082], [-0.4816, 0.5887, -3.0306], [-3.0835, 1.6838, -4.2084], [-1.4558, 2.0908, -4.7258], [-2.0301, 2.5637, -3.1292], [-0.6905, -0.9416, 0.7617], [0.3249, -0.9707, 1.8625], [-0.2210, 0.2638, 3.0467], [-1.1726, -0.4255, 3.9850], [-0.5089, -1.7674, 4.2964], [-0.1175, -2.3523, 2.9453], [-0.5884, 1.1291, 2.4953], [0.6724, 0.5999, 3.5507], [-2.1328, -0.5658, 3.4780], [-1.3333, 0.1923, 4.8712], [-1.1771, -2.4169, 4.8464], [0.3672, -1.5967, 4.9282], [-0.9276, -2.8808, 2.4618], [0.7411, -3.0184, 3.0079], [7.6847, -4.1365, -0.6962], [6.2114, -3.2559, -0.9518], [6.2265, -1.8732, -1.0634], [5.0253, -1.1893, -1.2731], [3.8269, -1.8788, -1.3149], [3.8095, -3.2636, -1.1509], [5.0030, -3.9545, -0.9939], [2.5779, -1.0865, -1.4256], [2.5713, 0.0682, -1.9133], [1.4938, -1.5771, -0.9389], [7.1582, -1.3360, -0.9805], [5.0373, -0.1142, -1.3504], [2.8620, -3.7868, -1.1716], [5.0364, -5.0241, -0.8864]], "atomic_forces_ev_per_a": [[-0.09, -0.87, -0.29], [-0.92, -1.50, -0.23], [0.61, 0.81, 0.00], [0.58, 1.10, 0.94], [-0.39, 0.65, 0.01], [0.18, 0.21, 0.14], [0.40, -0.32, -0.10], [-1.85, -0.77, 0.33], [1.08, 1.38, -0.18], [0.11, -0.24, 0.01], [0.29, -0.18, 0.21], [-0.11, 0.68, -0.91], [0.07, 0.00, 0.15], [-0.02, -0.20, 0.06], [-0.04, 0.05, -0.02], [-0.11, -0.01, 0.09], [-0.21, -0.18, -0.05], [0.19, -0.05, -0.31], [-0.05, 0.00, 0.04], [-0.17, 0.12, -0.05], [0.01, -0.15, -0.07], [-0.05, -0.09, -0.28], [-0.19, -0.05, 0.04], [-0.10, -0.15, -0.02], [-0.20, -0.11, 0.36], [0.19, -0.04, 0.18], [-0.69, -0.04, -0.66], [1.07, 0.03, 0.40], [0.15, 0.30, -0.14], [-0.23, 0.14, 0.20], [-0.29, 0.39, 0.13], [0.29, -0.10, 0.36], [-0.09, -0.19, -0.15], [0.41, 0.07, 0.29], [0.01, -0.10, 0.14], [-0.10, -0.16, 0.03], [-0.12, -0.28, 0.09], [0.02, -0.04, -0.11], [-0.28, -0.02, -0.18], [0.01, -0.02, -0.08], [0.00, 0.06, -0.04], [-0.60, 0.22, 0.08], [-0.26, -0.03, -0.13], [0.77, -0.36, 0.20], [0.04, 0.02, 0.01], [0.22, 0.03, -0.14], [0.19, 0.27, -0.02], [-0.55, -0.10, -0.03], [0.28, -0.07, -0.08], [0.67, -0.02, -0.18], [0.08, 0.05, -0.05], [-0.11, 0.11, -0.08], [0.04, 0.00, 0.05], [-0.16, -0.22, 0.01]]}

Record 2
{"formula": "C16H22N4O4", "method": "ωB97M-V/def2-TZVPD", "relative_energy_kcal_mol": 160.8, "smiles": "[O-][N+]1=C2CCc3nonc3[C@]2(O)[C@@H]2CCCC[C@@]21N1CCOCC1", "orbital_gap_ev": 8.968, "total_energy_ev": -31094.6270, "symbols": ["O", "N", "N", "O", "O", "O", "C", "C", "C", "N", "N", "C", "C", "C", "C", "C", "C", "C", "C", "C", "C", "C", "C", "C", "H", "H", "H", "H", "H", "H", "H", "H", "H", "H", "H", "H", "H", "H", "H", "H", "H", "H", "H", "H", "H", "H"], "xyz": [[1.2504, 2.0374, -0.3587], [-3.7724, 3.4670, 3.2063], [-3.0123, 1.2826, 3.4538], [-3.7543, 2.3330, 4.0950], [-0.8565, -2.4274, -3.0935], [-2.6572, 0.7445, 0.2360], [-3.0062, 3.1408, 2.1970], [-2.5885, 1.7682, 2.3345], [-0.7941, 2.1299, 0.6315], [-0.4872, -0.6656, -0.8032], [0.2641, 1.4752, 0.1796], [-1.6914, -2.5808, -1.9530], [-0.5218, -1.0423, -3.3523], [-2.5763, 3.9518, 1.0035], [-1.1075, 3.6171, 0.5893], [-1.7820, 1.1273, 1.2555], [-0.9788, -2.0623, -0.6839], [0.2259, -0.4714, -2.1261], [2.0461, -0.3637, 2.0947], [0.9954, -0.7158, 3.1273], [1.5709, -0.6139, 0.6696], [-0.1757, 0.2027, 2.9742], [0.1711, 0.0079, 0.3829], [-0.8166, -0.0172, 1.5761], [-2.1611, 0.2136, -0.4184], [-2.6304, -2.0569, -2.0918], [-1.9266, -3.6156, -1.8446], [-1.4828, -0.4830, -3.5320], [0.0809, -0.9934, -4.2681], [-2.6307, 5.0136, 1.3162], [-3.2883, 3.7270, 0.2134], [-0.4495, 4.1512, 1.2716], [-0.9309, 4.0054, -0.4302], [-1.7438, -2.1405, 0.1176], [-0.1334, -2.7071, -0.4715], [0.4634, 0.5727, -2.3505], [1.2385, -0.9924, -2.1007], [2.3393, 0.6793, 2.2294], [2.9124, -0.9837, 2.3212], [0.6794, -1.7545, 2.9917], [1.3791, -0.6044, 4.1522], [1.6115, -1.6805, 0.4985], [2.3000, -0.1781, -0.0065], [0.1369, 1.2426, 3.1438], [-0.8995, -0.0636, 3.7495], [-1.2955, -0.9730, 1.7312]], "atomic_forces_ev_per_a": [[0.79, -0.15, -0.61], [1.17, -1.12, 0.41], [-0.75, 1.10, 0.69], [1.09, -0.09, -3.16], [0.07, 0.31, -0.46], [-1.72, -0.12, -0.40], [-0.60, -0.53, 0.70], [-0.26, 0.55, 0.80], [-0.24, -0.70, 0.66], [-0.52, 1.12, -1.78], [-1.67, 2.12, 0.40], [1.28, 1.66, -0.01], [-1.32, -0.38, 1.40], [0.05, 0.26, 0.98], [-0.11, -0.58, -0.60], [1.44, -0.44, -1.04], [-0.30, 0.33, 0.41], [1.21, -0.78, 0.10], [0.28, -0.22, 0.49], [0.41, 0.21, 0.33], [-0.08, 0.97, 0.34], [-0.24, -0.13, -0.28], [0.09, -2.36, 0.31], [0.16, 0.28, 1.64], [0.30, 0.19, 0.07], [-0.33, 0.39, -0.11], [0.08, -0.80, 0.09], [0.75, -0.31, 0.16], [-0.04, -0.13, 0.44], [-0.07, -0.49, -0.60], [0.08, 0.21, -0.25], [0.30, 0.01, -0.02], [0.10, -0.11, 0.46], [0.67, 0.09, -0.24], [0.14, -0.50, 0.18], [-0.27, 0.05, 0.54], [-1.03, 0.39, 0.06], [0.05, 0.06, -0.06], [0.32, 0.10, -0.34], [-0.01, -0.08, 0.09], [0.12, -0.21, -0.30], [-0.58, -0.34, -0.21], [-0.08, 0.17, -0.28], [-0.07, -0.12, -0.11], [-0.20, 0.34, -0.28], [-0.43, -0.22, -0.62]]}